Below is a structure of composition C34H30BrCl6GeIN3O4S2SeTi in a non-equilibrium geometry, with properties calculated with ωB97M-V with the def2-TZVPD basis set.

Each line ends with the Löwdin spin population.
Atoms and positions in Å:
Ti 0.58650 0.36755 -0.17524  1.07
S 1.75896 0.17974 -3.62924  0.01
C 0.63168 1.36093 -3.25669  0.01
N 0.18819 1.71590 -2.05581  0.00
C -0.73965 2.75887 -2.13704  0.00
C -1.35959 3.42270 -1.07565  0.00
C -2.26633 4.43687 -1.32978  0.00
C -2.55600 4.83760 -2.63078  0.00
C -1.92674 4.22160 -3.69845  0.00
C -1.03566 3.19077 -3.44111  0.00
S -0.10718 2.27407 -4.58434  0.00
H -1.12119 3.15462 -0.05975  0.00
H -2.74944 4.92857 -0.49422  0.00
H -3.26242 5.63853 -2.80873  0.00
H -2.10859 4.53613 -4.71845  0.00
C 0.32865 -1.90939 3.43581  0.06
C 0.90888 -1.04058 4.36797  0.05
C 1.18429 0.24858 3.98866  0.03
C 0.93065 0.65025 2.67089  0.08
N 0.44129 -0.22573 1.74386  0.08
C 0.11928 -1.45993 2.15567  0.03
C 1.16506 1.95694 2.15753  0.15
C 1.36855 3.08965 2.96011  0.00
C 1.54630 4.32179 2.38989  0.11
C 1.58727 4.40069 0.97793  0.05
C 1.38479 3.26990 0.24239  0.06
N 1.09633 2.05147 0.77800  0.13
H 0.08400 -2.93097 3.68796  0.00
H 1.13261 -1.38321 5.36975  0.00
H 1.62496 0.95285 4.68062  0.00
H -0.32189 -2.10647 1.41417  0.00
H 1.35663 2.97956 4.03643  0.00
H 1.65871 5.20710 3.00111  0.01
H 1.78583 5.33662 0.47529  0.00
H 1.45274 3.31662 -0.83312  0.00
Br 6.77658 -0.20697 -1.19484  0.00
C 6.15172 0.88205 0.22377  0.00
C 7.02080 1.13128 1.27606  0.00
C 6.61918 1.93809 2.32778  0.00
C 5.35890 2.51417 2.30537  0.00
C 4.49826 2.26500 1.24914  0.00
C 4.87131 1.43438 0.19827  0.00
I 3.48921 0.96929 -1.35391  0.01
H 8.01020 0.69417 1.26492  0.00
H 7.29138 2.11621 3.15738  0.00
H 5.03797 3.15878 3.11479  0.00
H 3.52488 2.73112 1.23733  0.00
C -2.86042 -6.41446 -2.31494  0.00
Ge -1.84135 -4.89493 -1.55001  0.00
C -0.91012 -5.47202 0.08498  0.00
C -0.54451 -4.32665 -2.91596  0.00
C -3.24370 -3.55962 -1.07677  0.00
Se -2.88604 -2.66763 0.62285  0.00
C -4.68675 -1.98814 0.96698  0.00
H -2.18602 -7.20809 -2.64096  0.00
H -3.43114 -6.07738 -3.18201  0.00
H -3.55729 -6.83893 -1.59098  0.00
H -0.35302 -6.39066 -0.10228  0.00
H -1.62142 -5.64466 0.89205  0.00
H -0.20421 -4.70260 0.40410  0.00
H -0.04345 -5.21513 -3.30307  0.00
H 0.20781 -3.66313 -2.49070  0.00
H -1.03664 -3.81537 -3.74304  0.00
H -4.19160 -4.08634 -0.95814  0.00
H -3.35813 -2.79631 -1.84450  0.00
H -5.32775 -2.79614 1.31199  0.00
H -5.08209 -1.54540 0.05575  0.00
H -4.60518 -1.22621 1.74000  0.00
Cl -0.91585 -1.11207 -2.15573  0.00
C -2.01157 -0.07494 -1.32444  0.01
C -1.49426 0.45922 -0.13760  0.00
C -2.45166 1.11683 0.64189  0.01
Cl -2.00334 1.73104 2.19811  0.01
C -3.76174 1.34292 0.22593  0.00
Cl -4.86955 2.20621 1.22519  0.00
C -4.17257 0.90138 -1.02438  0.01
Cl -5.76762 1.21747 -1.58309  0.00
C -3.28668 0.16118 -1.80123  0.00
Cl -3.77448 -0.42033 -3.35215  0.00
O 2.95293 -0.84369 1.13688  0.01
Cl 2.59343 -1.92667 0.27059  0.00
O 2.18539 -3.05980 1.03142  0.00
O 3.68373 -2.25454 -0.57355  0.00
O 1.43895 -1.49214 -0.55493  0.01

Forces on atoms 1 to 6 (eV/Å):
0.6 0.0 -2.4
0.0 -0.2 -0.2
-0.2 0.3 -0.2
-0.1 0.1 -0.1
-0.1 0.2 -0.2
0.1 -0.1 0.0

Output
- maximum force (eV/Å) = 2.42
- HOMO energy (spin up / spin down) (eV) = -3.419 / -5.082
- ΔE to the lowest compared entry with this formula, charge and spin (kcal per mole) = 28.91
- E_LUMO (spin up / spin down) (eV) = 2.174 / 1.881
- DFT total energy (Eh) = -13535.82847
- total charge = -1
- spin multiplicity = 3
- expectation value of S² = 2.022